1.
204
Properties=species:S:1:pos:R:3:mulliken_charge:R:1 method="wB97M-V/def2-TZVPD" lumo_energy_ev=0.5 charge=0 relative_energy_kcal_mol=0.0
C 1.36219 -8.76759 0.78866 -1.6678
C 1.93312 -8.05996 -0.46905 1.7322
C 2.90754 -9.01660 -1.18089 -2.0817
C 0.70011 -7.75791 -1.34607 -1.3814
C -0.19871 -6.60491 -0.80674 -0.6355
C 0.57024 -5.38770 -0.40404 0.5987
C 1.87170 -5.67944 0.35566 2.2875
C 2.67397 -4.39227 0.22779 -1.8218
C 1.57463 -5.77306 1.84457 -1.6564
N 2.68335 -6.82305 -0.23814 0.2147
O 3.75622 -7.17214 0.63256 -0.5943
H 0.52450 -8.24453 1.26631 0.4361
H 0.91481 -9.72417 0.34934 0.3758
H 2.08620 -9.00959 1.56617 0.2941
H 3.34562 -8.55456 -2.04827 0.4006
H 3.70215 -9.23702 -0.49723 0.4617
H 2.38256 -9.89311 -1.54169 0.4189
H 0.99913 -7.43344 -2.38092 0.1890
H 0.12930 -8.67313 -1.55203 0.4771
H -0.80913 -6.26453 -1.61469 0.5821
H -0.78375 -6.97862 0.08821 0.2029
H 0.10124 -4.61115 0.17897 -0.2144
H 0.87017 -4.92375 -1.35224 -0.6402
H 1.94912 -3.65384 0.62467 0.0755
H 2.94629 -4.10161 -0.77311 0.1845
H 3.60804 -4.33554 0.79194 0.6370
H 2.51960 -5.51821 2.45480 0.3024
H 1.27722 -6.74569 2.13133 0.4639
H 0.78492 -5.03413 2.07323 0.1165
H 4.54037 -6.69142 0.32194 0.3623
C 0.59788 6.38930 -0.62456 -2.0143
C 0.00595 5.33922 -1.51206 2.3490
C 1.18373 4.46962 -1.97537 -0.2601
C -0.90388 4.49940 -0.62011 -1.4616
C -1.78311 3.53853 -1.43668 2.2270
C -2.52293 4.31234 -2.49365 -1.9179
C -1.58996 5.17296 -3.42788 1.9297
C -0.81042 4.23372 -4.31169 -1.1284
C -2.41623 6.12476 -4.29155 -1.9550
N -0.73340 6.01060 -2.57774 -0.0934
O 0.28432 6.57128 -3.43706 -0.4871
H -0.16854 7.09120 -0.36371 0.4840
H 0.97894 5.87167 0.24702 -0.1825
H 1.41512 6.87640 -1.11099 0.6834
H 1.82393 4.25986 -1.11693 -0.5736
H 0.79879 3.46113 -2.24303 -0.1643
H 1.75453 4.98079 -2.75827 0.4632
H -0.26930 4.06353 0.14539 -0.8148
H -1.62191 5.13979 -0.06364 0.6562
H -1.24949 2.65592 -1.83140 -0.7188
H -2.46894 3.14475 -0.69221 -0.0331
H -3.17485 4.96727 -1.87566 0.4240
H -3.21307 3.66963 -3.06343 0.2859
H 0.04855 4.81623 -4.61993 0.4136
H -1.38678 3.89155 -5.18481 0.3901
H -0.53864 3.25715 -3.76965 -0.2119
H -1.65620 6.49396 -5.00683 0.4159
H -2.88684 6.89219 -3.66377 0.4028
H -3.14467 5.48326 -4.75640 0.3796
H 0.31560 7.48236 -3.03272 0.3818
C 1.78738 -4.10139 -3.87654 -1.2467
C 2.47045 -3.43898 -5.11493 1.8466
C 2.66818 -4.49434 -6.22662 -1.8526
C 1.45135 -2.51763 -5.75122 -1.7887
C 1.35364 -1.16194 -4.99252 0.9956
C 2.69183 -0.53152 -4.84481 -1.7468
C 3.73617 -1.47363 -4.19979 1.3173
C 5.10722 -0.84088 -4.47234 -1.9198
C 3.51825 -1.56936 -2.65390 -0.6218
N 3.72450 -2.72941 -4.87292 0.3428
O 4.77163 -3.56678 -4.41960 -0.5258
H 2.51033 -4.45211 -3.10069 0.1237
H 1.16800 -3.33784 -3.44598 -0.0649
H 1.19573 -4.96872 -4.20854 0.4995
H 1.64525 -4.86598 -6.47557 0.3672
H 3.12033 -4.02726 -7.09500 0.5028
H 3.27451 -5.36583 -5.87795 0.3272
H 1.79594 -2.29345 -6.75848 0.4847
H 0.48086 -3.03167 -5.66701 0.3662
H 0.69680 -0.51703 -5.55151 0.7505
H 0.90550 -1.26194 -3.99539 -0.9584
H 2.74665 0.38893 -4.22970 0.2858
H 3.05104 -0.37039 -5.85958 0.4093
H 5.14153 -0.49972 -5.52232 0.4239
H 5.93673 -1.54899 -4.49040 0.3879
H 5.39107 -0.04554 -3.77140 0.3418
H 3.91581 -0.70990 -2.12938 0.6862
H 3.96493 -2.48684 -2.20222 -0.1358
H 2.40726 -1.53710 -2.42135 -0.1379
H 4.71674 -3.68139 -3.42468 0.4625
C -5.45273 -0.02031 0.36508 -1.7962
C -4.98052 -1.17912 1.18060 1.6472
C -4.27106 -0.63788 2.42711 -0.6969
C -6.25221 -2.07811 1.54616 -1.4217
C -5.73218 -3.45392 1.94103 -0.6119
C -4.86085 -4.07091 0.89459 -1.2915
C -3.64231 -3.23582 0.57162 1.8879
C -2.66628 -3.32273 1.74399 -1.6413
C -2.95435 -3.74808 -0.69227 -1.9170
N -4.10894 -1.90285 0.25107 0.1827
O -2.87623 -1.15374 0.04034 1.4507
H -4.66483 0.70965 0.13315 -0.1579
H -5.90350 -0.38668 -0.55614 0.4825
H -6.26699 0.53624 0.86775 0.4128
H -3.43766 -0.05034 1.99394 -0.8121
H -4.97673 0.02888 2.98573 0.4918
H -4.00549 -1.40733 3.14473 0.4422
H -6.68775 -1.53291 2.34236 0.4604
H -6.81720 -2.10115 0.61995 0.3775
H -5.15995 -3.24142 2.84249 0.3347
H -6.57752 -4.12761 2.19323 0.4002
H -5.53491 -4.24859 0.03765 0.3512
H -4.48944 -5.10593 1.03562 0.3910
H -3.23590 -3.19056 2.65422 0.3351
H -1.94575 -2.51455 1.69872 -0.0277
H -2.16583 -4.28682 1.72602 0.5157
H -2.66482 -4.82473 -0.56456 0.2735
H -2.07040 -3.19869 -0.84480 0.0306
H -3.51996 -3.62024 -1.60723 0.3566
H -2.88974 -0.87950 -0.90158 -0.5380
C 1.74166 5.61847 4.46725 -1.8922
C 2.95996 5.03041 3.78188 1.7337
C 3.50744 6.09456 2.81811 -1.3368
C 3.99608 4.60139 4.78638 -1.4584
C 5.14324 3.84602 4.22990 -0.8707
C 4.60175 2.69474 3.46455 -1.2722
C 3.53345 3.00496 2.42930 1.6648
C 4.18204 3.62736 1.08165 -1.7388
C 2.84109 1.67724 2.05826 -0.9997
N 2.49412 3.82302 3.04191 0.0295
O 1.55604 4.26310 2.14432 1.6818
H 0.86918 5.88057 3.88665 0.1369
H 1.42595 4.99220 5.30714 0.3016
H 2.08853 6.53956 4.99757 0.5681
H 2.83321 6.21674 1.98922 -0.0716
H 3.49939 7.11492 3.32843 0.4676
H 4.51088 5.87978 2.53835 0.3768
H 4.28413 5.51008 5.30374 0.4073
H 3.56165 3.95503 5.52646 0.2922
H 5.75421 4.44796 3.59661 0.3877
H 5.86309 3.48443 4.94924 0.4911
H 4.08182 2.05764 4.21883 0.2330
H 5.43897 2.17345 2.97514 0.4449
H 4.55725 2.72879 0.60064 0.6582
H 5.02057 4.25046 1.19669 0.4545
H 3.39425 4.09504 0.42679 -0.0980
H 2.08738 1.89498 1.28913 -0.5773
H 2.34027 1.30986 2.95644 -0.3368
H 3.56159 0.98364 1.64009 0.8679
H 0.80181 3.60971 2.29720 -0.7577
C -3.22111 3.45650 2.09425 -0.9365
C -2.59485 3.30436 3.47118 1.6382
C -1.91685 4.69687 3.79951 -1.8475
C -3.65137 3.11346 4.48181 -1.0753
C -3.20270 2.69829 5.89290 -0.9582
C -2.26832 1.55061 5.79953 -1.0348
C -1.09510 1.78929 4.85750 0.9701
C -0.11922 2.73719 5.56334 -1.0153
C -0.34156 0.46671 4.71301 -1.3435
N -1.62441 2.19920 3.53493 0.4818
O -0.55992 2.57713 2.66645 3.0673
H -3.66108 2.50650 1.81161 -0.1004
H -4.05789 4.12033 2.15112 0.7300
H -2.55396 3.91720 1.34311 -0.4629
H -1.86223 4.85899 4.91008 0.3565
H -0.89429 4.69562 3.41401 -0.1799
H -2.59066 5.46273 3.43730 0.5350
H -4.37627 3.96066 4.38464 0.2804
H -4.15360 2.22793 4.04083 0.1533
H -2.78061 3.52317 6.40581 0.4977
H -4.13282 2.46401 6.40202 0.5002
H -2.89411 0.63555 5.48798 0.1056
H -1.85260 1.34864 6.79517 0.4451
H -0.64792 3.62701 5.85413 0.5330
H 0.82621 2.85807 5.01404 -0.4180
H 0.10804 2.13196 6.48509 0.4471
H -0.10534 -0.04850 5.66955 0.4248
H 0.60771 0.73320 4.20065 -0.0936
H -0.96917 -0.14990 4.10211 0.1480
H -0.58204 1.87968 1.99319 -1.2924
C -3.06055 0.80281 -4.85591 -1.7344
C -3.25116 -0.38292 -3.86054 0.9219
C -2.28809 -1.52741 -4.13060 -0.7190
O -3.03382 0.12745 -2.54756 -0.1265
H -3.21463 0.48254 -5.86242 0.5742
H -2.08236 1.24416 -4.83103 0.1873
H -3.70927 1.64053 -4.64370 0.4970
H -4.27898 -0.75502 -4.03668 0.1283
H -1.28363 -1.14350 -4.06171 -0.2377
H -2.39050 -2.03799 -5.10135 0.5797
H -2.31638 -2.27717 -3.36319 -0.0593
H -3.29922 1.04630 -2.41293 -0.0469
C 0.65155 0.56081 -0.50626 -0.6708
C 0.05005 -0.56272 0.33938 3.0832
C 1.01274 -1.30569 1.25854 -0.7114
O -0.87415 0.01514 1.20454 0.8915
H 1.73374 0.45666 -0.66724 0.3408
H 0.47863 1.55366 -0.15386 -0.6279
H 0.18716 0.57647 -1.53533 -0.1944
H -0.48149 -1.27109 -0.30516 -0.7762
H 0.53778 -2.24054 1.62519 0.0367
H 1.30390 -0.70453 2.12475 -0.5548
H 1.88778 -1.58033 0.69466 0.2693
H -1.76651 -0.27945 1.08378 -1.2169

***

2.
204
Properties=species:S:1:pos:R:3:mulliken_spin:R:1 method="wB97M-V/def2-TZVPD" lumo_energy_ev="-2.6 / -6.7" charge=+1 relative_energy_kcal_mol=0.0 multiplicity=2
C -10.08964 25.97950 0.90692 0.0000
C -9.54891 24.59293 0.62643 0.0000
C -8.73172 23.97568 1.79748 0.0000
O -10.51854 23.59441 0.39326 0.0002
H -9.38956 26.80680 0.79039 0.0000
H -10.39813 25.99136 1.95228 0.0000
H -10.91748 26.14212 0.21675 0.0000
H -8.85464 24.69256 -0.20794 0.0000
H -8.19736 23.05698 1.55552 0.0000
H -9.41393 23.82384 2.63392 0.0000
H -7.91383 24.66260 2.01497 0.0000
H -10.04509 22.78924 0.17160 0.0000
C -10.01992 19.60479 -2.19599 0.0000
C -9.15655 20.72041 -1.77861 0.0002
C -9.63538 21.98939 -2.57041 0.0002
O -9.30949 21.02330 -0.43117 0.0002
H -11.08143 19.85123 -2.17221 0.0000
H -9.81230 18.75855 -1.54110 -0.0001
H -9.86413 19.28299 -3.22569 0.0001
H -8.07750 20.62641 -1.90070 -0.0005
H -10.69849 22.19922 -2.45265 -0.0001
H -9.41716 21.76516 -3.61454 0.0003
H -9.17002 22.92169 -2.25051 0.0000
H -8.98140 20.31805 0.13149 0.0000
C -13.37904 21.43462 0.16119 0.0002
C -14.33882 22.12683 -0.73999 -0.0004
C -15.81914 21.84782 -0.36026 0.0001
C -16.20998 22.55189 0.88289 0.0000
C -16.06464 24.11808 0.75965 0.0000
C -14.57162 24.58382 0.30289 0.0000
N -14.10960 23.62671 -0.75820 -0.0002
O -12.88711 23.94467 -1.31328 0.0001
C -14.61383 26.06841 -0.24753 0.0000
C -13.55323 24.56254 1.51785 0.0000
C -14.17207 21.54770 -2.18188 -0.0001
H -12.35883 21.78963 0.01548 0.0000
H -13.35190 20.38775 -0.14119 0.0000
H -13.69144 21.56338 1.19749 0.0000
H -16.48371 22.29002 -1.10248 0.0000
H -15.95129 20.76874 -0.28131 0.0000
H -15.77459 22.12454 1.78617 0.0000
H -17.27133 22.41141 1.08758 0.0000
H -16.25646 24.50344 1.76105 0.0000
H -16.71958 24.59355 0.02952 0.0000
H -15.03870 26.72703 0.50997 0.0000
H -13.61805 26.43057 -0.50319 0.0000
H -15.20774 26.04487 -1.16121 0.0000
H -13.95521 25.18554 2.31684 0.0000
H -13.49315 23.56533 1.95380 0.0000
H -12.60147 25.03561 1.27608 0.0000
H -13.12155 21.46891 -2.46171 0.0000
H -14.72466 22.15221 -2.90112 0.0000
H -14.62662 20.56029 -2.10108 0.0000
H -12.32718 23.53418 -0.65028 0.0000
C -9.94453 22.32634 -7.49553 -0.0006
C -10.86442 21.08980 -7.60936 -0.0004
C -11.86929 20.97683 -6.38037 0.0000
C -13.12857 21.78384 -6.61946 0.0001
C -13.73096 21.33644 -7.88517 0.0001
C -12.93000 21.63080 -9.10709 -0.0002
N -11.60904 20.96538 -8.90456 0.0001
O -10.78324 20.95470 -9.98084 0.0000
C -13.66569 21.05051 -10.31795 0.0001
C -12.74044 23.14409 -9.39429 0.0000
C -9.99397 19.77921 -7.41621 0.0001
H -9.13545 22.46203 -8.21323 0.0000
H -9.42320 22.22424 -6.54375 0.0006
H -10.49897 23.25797 -7.38259 0.0002
H -12.12800 19.92567 -6.25291 0.0000
H -11.55710 21.43237 -5.44063 0.0003
H -12.78520 22.81750 -6.66117 0.0000
H -13.97024 21.79870 -5.92702 -0.0001
H -14.62315 21.96258 -7.89103 0.0000
H -14.10004 20.31639 -7.77845 0.0000
H -14.68636 21.43257 -10.29872 0.0000
H -13.23480 21.35418 -11.27200 0.0000
H -13.62072 19.96997 -10.45399 0.0000
H -13.63725 23.71653 -9.63127 0.0000
H -12.30315 23.65515 -8.53656 0.0000
H -11.99539 23.34822 -10.16326 0.0000
H -9.61618 19.80181 -6.39403 0.0001
H -9.13920 19.75618 -8.09218 -0.0002
H -10.54772 18.84554 -7.51484 0.0000
H -10.19528 21.71214 -9.93408 0.0000
C -10.41868 17.97358 3.25078 0.0000
C -9.82844 19.35251 2.84360 -0.0001
C -9.64328 20.08280 4.18489 0.0000
C -8.37060 19.68010 4.94714 0.0000
C -7.12610 19.79217 4.09044 0.0000
C -7.15276 18.99247 2.73308 0.0000
N -8.47364 19.25560 2.12152 0.0000
O -8.65926 18.64923 0.86201 0.0000
C -5.94354 19.61166 1.90280 0.0000
C -6.93946 17.46709 2.86833 0.0000
C -10.95011 20.05332 2.07039 0.0000
H -10.65155 17.33808 2.39638 0.0000
H -11.32941 18.12824 3.82937 0.0000
H -9.66403 17.41211 3.80156 0.0000
H -9.51846 21.14662 3.98287 0.0000
H -10.54441 19.97152 4.78795 0.0000
H -8.42580 18.62660 5.22138 0.0000
H -8.25176 20.21460 5.88963 0.0000
H -6.28205 19.34205 4.61301 0.0000
H -6.97256 20.86314 3.95795 0.0000
H -6.08273 20.69266 1.89041 0.0000
H -4.94660 19.38341 2.27980 0.0000
H -5.96977 19.31663 0.85381 0.0000
H -6.93955 16.91786 1.92682 0.0000
H -5.90493 17.33354 3.18459 0.0000
H -7.54496 17.01599 3.65445 0.0000
H -10.84219 21.13548 1.99705 0.0000
H -11.90727 19.88034 2.56237 0.0000
H -10.95764 19.68695 1.04384 0.0000
H -8.81677 17.72607 1.07313 0.0000
C -10.81353 24.92772 -5.06078 0.0000
C -10.62387 26.23193 -4.20169 0.0002
C -9.78610 25.84743 -2.97592 -0.0002
C -8.23917 25.68460 -3.30896 -0.0007
C -7.73925 26.93180 -4.04222 0.0001
C -8.54865 27.40490 -5.33536 0.0000
N -9.95404 27.39277 -4.91980 0.0000
O -10.78749 28.13391 -5.77134 0.0000
C -8.00979 28.87091 -5.70512 0.0000
C -8.24515 26.49203 -6.56535 0.0000
C -12.05646 26.56420 -3.70802 0.0000
H -11.26346 24.05986 -4.57861 -0.0001
H -11.26213 25.05923 -6.04545 0.0000
H -9.80517 24.55967 -5.25016 0.0000
H -9.87005 26.78869 -2.43271 0.0000
H -10.10602 24.99832 -2.37195 0.0001
H -7.66010 25.47436 -2.40976 -0.0001
H -8.13066 24.87937 -4.03555 0.0012
H -6.73345 26.68818 -4.38443 0.0000
H -7.61212 27.70121 -3.28068 0.0000
H -7.07687 29.13839 -5.20891 0.0000
H -8.69482 29.65645 -5.38613 0.0000
H -7.78113 28.95929 -6.76720 0.0000
H -8.04564 25.43077 -6.41697 0.0000
H -7.43990 26.82095 -7.22222 0.0000
H -9.16704 26.38721 -7.13739 0.0000
H -12.06589 27.50683 -3.16079 0.0000
H -12.66830 26.58188 -4.60993 0.0000
H -12.29631 25.83707 -2.93223 0.0000
H -10.93361 28.92371 -5.24554 0.0000
C -16.24001 13.56976 -1.22060 0.0000
C -14.82544 14.09358 -0.83483 0.0000
C -13.90674 13.59712 -1.95520 0.0000
C -12.50168 14.26291 -2.13297 0.0000
C -12.68851 15.72726 -2.29740 0.0000
C -13.46588 16.33412 -1.09636 0.0000
N -14.78033 15.64104 -0.83835 0.0000
O -15.59083 16.29554 0.16337 0.0000
C -12.55106 16.41983 0.13975 0.0000
C -13.72313 17.77371 -1.56476 0.0000
C -14.39959 13.47479 0.46577 0.0000
H -16.53509 14.04613 -2.15554 0.0000
H -16.92392 13.72015 -0.38529 0.0000
H -16.24133 12.49138 -1.37932 0.0000
H -13.66185 12.54079 -1.84427 0.0000
H -14.37352 13.57460 -2.93993 0.0000
H -11.98045 13.76596 -2.95117 0.0000
H -11.88920 14.07993 -1.25008 0.0000
H -13.26085 15.82245 -3.22015 0.0000
H -11.67722 16.10156 -2.45643 0.0000
H -12.25894 15.46644 0.58000 0.0000
H -11.61638 16.96134 -0.00605 0.0000
H -13.10970 16.91117 0.93636 0.0000
H -14.31598 18.35454 -0.85817 0.0000
H -12.90995 18.44570 -1.83910 0.0000
H -14.27629 17.73622 -2.50322 0.0000
H -14.59353 12.40716 0.56896 0.0000
H -14.97334 13.84057 1.31731 0.0000
H -13.33966 13.56852 0.70209 0.0000
H -16.26303 16.69278 -0.39515 0.0000
C -2.68751 19.42678 -6.44011 0.0702
C -3.40121 20.77525 -6.77536 -0.0080
C -4.15485 20.68259 -8.07800 0.0070
C -5.52746 19.97605 -8.07123 -0.0151
C -6.39089 20.71315 -7.04653 0.0106
C -5.77342 20.76862 -5.63258 0.0203
N -4.33215 21.16599 -5.67759 0.6866
O -3.69655 21.19309 -4.49453 0.0773
C -6.49992 21.83141 -4.86292 0.0301
C -5.98105 19.39676 -4.92752 0.0706
C -2.31595 21.90801 -6.94345 0.0477
H -1.92493 19.20200 -7.18579 0.0024
H -3.40225 18.60977 -6.53885 -0.0022
H -2.06929 19.40824 -5.54258 -0.0009
H -4.34362 21.68638 -8.45862 0.0013
H -3.40815 20.16393 -8.67928 -0.0020
H -5.48935 18.92362 -7.79012 0.0015
H -6.00861 19.84422 -9.04036 -0.0003
H -7.39239 20.29942 -7.16452 0.0054
H -6.55546 21.70546 -7.46645 -0.0116
H -6.05590 22.80729 -5.05940 -0.0159
H -7.56378 21.89452 -5.09166 0.0072
H -6.37383 21.76564 -3.78224 0.0006
H -5.29026 18.67507 -5.36349 0.0006
H -5.94497 19.44819 -3.83933 -0.0026
H -7.00947 19.08038 -5.10176 0.0063
H -1.65564 21.94006 -6.07681 -0.0013
H -2.81571 22.87655 -6.92677 -0.0037
H -1.69039 21.84351 -7.83375 0.0010
H -3.76152 22.12748 -4.28406 0.0156